C49H95BF12HgN5O13P2 | ωB97M-V/def2-TZVPD

Summary:
Kohn-Sham gap: 0.1825 hartree
energy relative to the best compared isomer or geometry (same formula, charge and spin): 0.0 kcal/mol
total energy: -5235.6948 a.u.
charge: -1

Element x y z (Å)
1 Hg -1.87 -2.76 1.61
2 O 6.41 -4.60 3.68
3 C 5.23 -4.80 3.71
4 O 4.33 -4.00 4.30
5 B 2.98 -4.63 4.13
6 O 3.28 -6.01 3.59
7 C 4.51 -6.09 3.25
8 O 5.03 -7.09 2.79
9 O 2.13 -3.96 3.08
10 C 0.93 -3.81 3.57
11 O 0.00 -3.26 3.02
12 C 0.90 -4.30 5.02
13 O 2.13 -4.72 5.29
14 O -0.01 -4.22 5.77
15 P -3.16 -1.87 4.99
16 F -3.08 -2.73 3.59
17 F -4.71 -2.17 5.24
18 F -2.82 -3.19 5.83
19 F -3.13 -0.95 6.35
20 F -1.59 -1.53 4.71
21 F -3.65 -0.50 4.20
22 P -0.30 -0.07 1.26
23 F -0.14 1.37 1.96
24 F 0.99 0.25 0.31
25 F 0.57 -0.58 2.48
26 F -0.34 -1.55 0.49
27 F -1.72 -0.52 2.00
28 F -1.29 0.53 0.14
29 C 2.29 3.19 -2.15
30 C 1.28 4.19 -1.52
31 C 0.97 3.67 -0.11
32 C 0.35 4.72 0.85
33 C 1.11 6.05 0.84
34 C 1.39 6.55 -0.59
35 N 2.03 5.49 -1.42
36 O 2.41 6.00 -2.69
37 C 0.14 7.13 -1.26
38 C 2.42 7.70 -0.44
39 C 0.07 4.35 -2.43
40 H 3.15 3.19 -1.48
41 H 2.55 3.47 -3.17
42 H 1.85 2.19 -2.21
43 H 0.26 2.85 -0.17
44 H 1.87 3.30 0.37
45 H 0.20 4.36 1.86
46 H -0.66 4.94 0.48
47 H 2.04 5.86 1.38
48 H 0.58 6.88 1.31
49 H 0.19 6.93 -2.33
50 H -0.84 6.92 -0.83
51 H 0.19 8.23 -1.31
52 H 2.40 8.27 -1.37
53 H 2.20 8.47 0.30
54 H 3.42 7.32 -0.21
55 H 0.20 4.92 -3.35
56 H -0.82 4.76 -1.94
57 H -0.34 3.40 -2.80
58 H 3.30 6.29 -2.45
59 C 1.01 -1.76 -5.20
60 C 2.25 -2.00 -4.24
61 C 2.13 -1.02 -3.10
62 C 3.17 -1.22 -1.99
63 C 3.03 -2.65 -1.43
64 C 3.05 -3.74 -2.54
65 N 2.18 -3.34 -3.68
66 O 2.09 -4.37 -4.66
67 C 4.44 -4.06 -3.00
68 C 2.40 -4.94 -1.91
69 C 3.52 -1.66 -5.09
70 H 1.17 -0.85 -5.78
71 H 0.10 -1.76 -4.60
72 H 0.91 -2.56 -5.94
73 H 2.15 0.03 -3.40
74 H 1.16 -1.34 -2.71
75 H 3.00 -0.37 -1.31
76 H 4.16 -0.92 -2.35
77 H 2.05 -2.68 -0.96
78 H 3.74 -2.80 -0.62
79 H 4.51 -4.93 -3.65
80 H 4.83 -3.30 -3.70
81 H 5.15 -3.96 -2.18
82 H 2.83 -5.24 -0.95
83 H 1.32 -4.76 -1.87
84 H 2.50 -5.82 -2.55
85 H 3.87 -2.57 -5.59
86 H 4.30 -1.15 -4.53
87 H 3.26 -1.00 -5.92
88 H 1.15 -4.54 -4.62
89 C 6.24 3.09 2.14
90 C 6.64 1.95 3.07
91 C 5.86 1.97 4.40
92 C 4.54 1.22 4.40
93 C 4.73 -0.19 3.80
94 C 5.27 -0.11 2.36
95 N 6.58 0.61 2.46
96 O 7.37 0.48 1.31
97 C 5.46 -1.55 1.86
98 C 4.33 0.55 1.36
99 C 8.09 2.15 3.55
100 H 5.88 2.86 1.14
101 H 7.01 3.85 1.96
102 H 5.42 3.68 2.57
103 H 6.44 1.48 5.18
104 H 5.62 3.01 4.62
105 H 3.67 1.74 4.01
106 H 4.24 0.98 5.43
107 H 3.77 -0.72 3.84
108 H 5.45 -0.77 4.38
109 H 4.51 -2.10 1.92
110 H 5.76 -1.59 0.82
111 H 6.16 -2.05 2.52
112 H 4.62 0.28 0.34
113 H 3.35 0.10 1.56
114 H 4.20 1.63 1.37
115 H 8.21 2.99 4.25
116 H 8.67 2.38 2.66
117 H 8.58 1.43 4.22
118 H 8.01 -0.18 1.57
119 C -4.56 3.59 0.90
120 C -5.62 2.51 0.45
121 C -6.88 3.22 -0.02
122 C -6.74 4.21 -1.18
123 C -5.67 3.68 -2.14
124 C -5.25 2.20 -2.07
125 N -5.11 1.75 -0.69
126 O -4.25 0.67 -0.46
127 C -6.26 1.36 -2.84
128 C -3.90 2.05 -2.82
129 C -5.91 1.45 1.55
130 H -3.81 3.34 1.65
131 H -5.13 4.46 1.21
132 H -4.03 3.87 -0.01
133 H -7.58 2.43 -0.33
134 H -7.31 3.60 0.91
135 H -6.45 5.17 -0.74
136 H -7.71 4.42 -1.62
137 H -4.77 4.30 -2.21
138 H -6.18 3.83 -3.10
139 H -7.22 1.59 -2.36
140 H -6.31 1.58 -3.91
141 H -6.24 0.27 -2.72
142 H -3.67 0.98 -2.86
143 H -3.92 2.38 -3.86
144 H -3.02 2.42 -2.28
145 H -6.28 1.91 2.48
146 H -5.02 1.08 2.07
147 H -6.62 0.72 1.18
148 H -3.52 1.05 0.07
149 C -2.20 -3.03 -1.96
150 C -3.68 -3.36 -1.67
151 C -3.83 -4.82 -2.07
152 C -5.22 -5.40 -1.76
153 C -5.50 -5.07 -0.27
154 C -5.31 -3.66 0.27
155 N -4.01 -3.18 -0.26
156 O -3.58 -1.92 0.22
157 C -6.52 -2.83 -0.19
158 C -5.35 -3.66 1.81
159 C -4.51 -2.52 -2.67
160 H -1.92 -1.97 -2.03
161 H -1.82 -3.48 -2.88
162 H -1.46 -3.29 -1.19
163 H -3.47 -4.93 -3.10
164 H -3.21 -5.51 -1.48
165 H -5.19 -6.46 -2.00
166 H -5.99 -4.92 -2.36
167 H -4.78 -5.64 0.33
168 H -6.54 -5.39 -0.23
169 H -7.26 -2.69 0.60
170 H -6.21 -1.78 -0.32
171 H -7.04 -3.21 -1.06
172 H -4.64 -4.36 2.27
173 H -5.19 -2.64 2.16
174 H -6.29 -4.03 2.22
175 H -4.25 -1.45 -2.65
176 H -5.57 -2.52 -2.43
177 H -4.35 -2.79 -3.71
178 H -4.12 -1.30 -0.30

=====

C26H32N6O4 | ωB97M-V/def2-TZVPD

Summary:
Kohn-Sham gap: 0.2900 hartree
energy relative to the best compared isomer or geometry (same formula, charge and spin): 0.0 kcal/mol
total energy: -1639.5218 a.u.
SMILES string: CCN(C(=O)CN1CCN(c2ccccc2OC)CC1)c1c(N)n(Cc2ccccc2)c(=O)[nH]c1=O

Element x y z (Å)
1 C -0.81 -0.34 -4.51
2 C -0.16 1.01 -4.23
3 N 0.39 1.11 -2.88
4 C -0.13 2.04 -2.02
5 O -1.20 2.57 -2.24
6 C 0.70 2.37 -0.78
7 N 0.03 2.16 0.50
8 C -1.14 3.00 0.72
9 C -1.59 2.83 2.17
10 N -1.87 1.45 2.52
11 C -3.14 0.92 2.33
12 C -4.13 1.58 1.62
13 C -5.42 1.08 1.50
14 C -5.74 -0.13 2.10
15 C -4.77 -0.81 2.82
16 C -3.49 -0.30 2.96
17 O -2.52 -0.93 3.71
18 C -2.87 -2.06 4.46
19 C -0.70 0.64 2.24
20 C -0.28 0.78 0.77
21 C 1.60 0.40 -2.65
22 C 1.56 -0.81 -1.99
23 N 0.38 -1.39 -1.65
24 N 2.72 -1.50 -1.73
25 C 2.68 -2.75 -0.98
26 C 2.20 -2.54 0.44
27 C 1.19 -3.33 0.98
28 C 0.75 -3.11 2.27
29 C 1.31 -2.10 3.03
30 C 2.32 -1.31 2.50
31 C 2.76 -1.53 1.21
32 C 3.96 -1.04 -2.14
33 O 4.98 -1.64 -1.90
34 N 3.94 0.14 -2.83
35 C 2.83 0.94 -3.13
36 O 2.99 1.98 -3.74
37 H -1.65 -0.51 -3.84
38 H -0.10 -1.15 -4.39
39 H -1.18 -0.35 -5.53
40 H 0.65 1.20 -4.94
41 H -0.91 1.81 -4.32
42 H 1.63 1.81 -0.76
43 H 0.94 3.44 -0.85
44 H -0.85 4.04 0.54
45 H -1.95 2.74 0.03
46 H -2.46 3.45 2.38
47 H -0.77 3.16 2.82
48 H -3.91 2.51 1.13
49 H -6.16 1.62 0.94
50 H -6.73 -0.54 2.01
51 H -5.04 -1.74 3.30
52 H -3.68 -1.84 5.16
53 H -3.15 -2.90 3.82
54 H -1.97 -2.32 5.02
55 H -0.90 -0.40 2.48
56 H 0.12 1.00 2.87
57 H 0.61 0.17 0.60
58 H -1.11 0.41 0.13
59 H -0.43 -0.80 -1.77
60 H 0.35 -2.01 -0.85
61 H 3.71 -3.12 -0.97
62 H 2.05 -3.47 -1.51
63 H 0.76 -4.13 0.39
64 H -0.03 -3.73 2.68
65 H 0.96 -1.92 4.04
66 H 2.76 -0.52 3.09
67 H 3.55 -0.92 0.80
68 H 4.84 0.48 -3.14

=====

C49H49F2FeN2O5S2Se | ωB97M-V/def2-TZVPD

Summary:
Kohn-Sham gap (spin up / spin down): 0.2726 / 0.2701 hartree
energy relative to the best compared isomer or geometry (same formula, charge and spin): 37.5 kcal/mol
total energy: -7043.2063 a.u.
multiplicity: 5
charge: +1

Element x y z (Å)
1 Fe 0.73 -1.28 -0.32
2 C 1.14 2.59 -1.83
3 O 1.73 1.69 -0.86
4 C 3.02 1.21 -1.25
5 C 3.49 0.13 -0.28
6 O 2.77 -1.11 -0.33
7 C 3.59 -2.34 -0.24
8 C 3.26 -3.23 -1.40
9 O 1.96 -3.84 -1.17
10 C 1.55 -4.50 -2.38
11 H 1.60 3.57 -1.78
12 H 0.07 2.60 -1.61
13 H 1.27 2.17 -2.84
14 H 3.75 2.04 -1.22
15 H 3.00 0.82 -2.27
16 H 3.41 0.54 0.73
17 H 4.54 -0.09 -0.49
18 H 3.39 -2.78 0.74
19 H 4.64 -2.04 -0.28
20 H 4.02 -4.01 -1.45
21 H 3.27 -2.66 -2.36
22 H 1.64 -5.60 -2.28
23 H 2.17 -4.18 -3.22
24 H 0.51 -4.27 -2.58
25 C 2.72 -1.89 7.76
26 C 2.20 -1.60 6.40
27 C 2.72 -2.23 5.25
28 C 2.25 -2.00 3.97
29 C 1.29 -1.02 3.81
30 C 0.70 -0.39 4.90
31 C 1.19 -0.65 6.17
32 S 0.55 -0.49 2.25
33 O -0.93 -0.74 2.58
34 C 0.95 1.28 2.34
35 C 2.33 1.57 2.48
36 C 2.81 2.80 2.16
37 C 1.96 3.81 1.66
38 C 2.44 5.08 1.31
39 C 1.59 6.10 0.97
40 C 0.20 5.87 0.88
41 C -0.29 4.62 1.18
42 C 0.56 3.57 1.62
43 C 0.05 2.26 1.97
44 C -1.43 2.11 2.15
45 C -2.01 2.72 3.32
46 C -1.25 3.27 4.41
47 C -1.84 3.91 5.46
48 C -3.24 4.11 5.49
49 C -4.02 3.56 4.51
50 C -3.45 2.82 3.43
51 C -4.26 2.33 2.39
52 C -3.70 1.69 1.34
53 C -2.31 1.55 1.21
54 S -1.89 0.56 -0.27
55 O -2.23 1.46 -1.44
56 C -3.10 -0.83 -0.32
57 C -3.57 -1.45 0.82
58 C -4.41 -2.55 0.73
59 C -4.75 -3.13 -0.50
60 C -5.53 -4.42 -0.56
61 C -4.22 -2.49 -1.64
62 C -3.47 -1.32 -1.58
63 H 2.87 -2.97 7.87
64 H 2.00 -1.56 8.50
65 H 3.66 -1.38 7.99
66 H 3.54 -2.95 5.38
67 H 2.69 -2.51 3.09
68 H -0.12 0.30 4.72
69 H 0.73 -0.17 7.03
70 H 2.96 0.78 2.88
71 H 3.88 3.07 2.32
72 H 3.53 5.24 1.34
73 H 2.02 7.09 0.74
74 H -0.49 6.67 0.60
75 H -1.36 4.43 1.05
76 H -0.17 3.14 4.42
77 H -1.20 4.27 6.27
78 H -3.73 4.67 6.30
79 H -5.11 3.71 4.53
80 H -5.34 2.42 2.47
81 H -4.31 1.34 0.51
82 H -3.22 -1.10 1.78
83 H -4.82 -2.97 1.65
84 H -6.43 -4.35 0.05
85 H -4.98 -5.28 -0.22
86 H -5.84 -4.60 -1.61
87 H -4.43 -2.93 -2.64
88 H -3.22 -0.74 -2.47
89 C 2.61 -0.42 -6.02
90 N 1.17 -0.62 -6.03
91 C 0.33 -0.86 -4.97
92 Se 0.91 -0.77 -3.21
93 N -0.94 -1.06 -5.43
94 C -0.95 -0.96 -6.84
95 C -1.92 -1.17 -7.82
96 C -1.53 -1.07 -9.15
97 C -0.22 -0.68 -9.47
98 C 0.74 -0.47 -8.51
99 C 0.39 -0.66 -7.17
100 H 3.01 -0.73 -5.06
101 H 2.88 0.65 -6.15
102 H 3.08 -1.03 -6.79
103 H -1.75 -1.19 -4.80
104 H -2.98 -1.34 -7.58
105 H -2.28 -1.31 -9.92
106 H 0.08 -0.52 -10.51
107 H 1.77 -0.18 -8.80
108 F 0.45 -3.96 1.01
109 C -0.59 -3.32 0.36
110 F -1.15 -4.23 -0.50
111 H -1.33 -3.02 1.11

=====

CH2BrFO | ωB97M-V/def2-TZVPD

Summary:
Kohn-Sham gap (spin up / spin down): 0.2343 / 0.2346 hartree
energy relative to the best compared isomer or geometry (same formula, charge and spin): 96.6 kcal/mol
total energy: -2788.2668 a.u.

Element x y z (Å)
1 C -0.50 0.02 -0.11
2 O 0.38 -0.43 -0.91
3 F -0.48 1.32 0.26
4 Br 2.70 -0.34 0.31
5 H -1.62 -0.12 -0.53
6 H -0.49 -0.45 0.98

=====

C23H34N4O3 | ωB97M-V/def2-TZVPD

Summary:
Kohn-Sham gap: 0.2956 hartree
energy relative to the best compared isomer or geometry (same formula, charge and spin): 58.4 kcal/mol
total energy: -1341.5906 a.u.
SMILES string: COc1ccc(N2CCN(CCNC(=O)[C@H]3CC(=O)N(C4CCCC4)C3)CC2)cc1

Element x y z (Å)
1 C -8.65 -2.24 -0.14
2 O -7.94 -1.50 0.82
3 C -6.75 -0.94 0.46
4 C -6.09 -0.22 1.45
5 C -4.88 0.39 1.19
6 C -4.28 0.31 -0.08
7 N -3.03 0.89 -0.28
8 C -2.28 0.55 -1.47
9 C -0.80 0.83 -1.20
10 N -0.63 2.24 -0.90
11 C 0.71 2.76 -0.98
12 C 1.70 2.38 0.14
13 N 2.08 0.98 0.11
14 C 1.74 0.13 1.10
15 O 1.13 0.47 2.09
16 C 2.22 -1.31 0.91
17 C 2.07 -1.84 -0.52
18 C 3.38 -1.44 -1.19
19 O 3.59 -1.34 -2.38
20 N 4.28 -1.20 -0.21
21 C 5.63 -0.75 -0.48
22 C 6.71 -1.66 0.14
23 C 7.78 -0.70 0.65
24 C 6.98 0.49 1.14
25 C 5.91 0.67 0.07
26 C 3.75 -1.37 1.12
27 C -1.36 2.55 0.32
28 C -2.84 2.28 0.07
29 C -4.96 -0.41 -1.06
30 C -6.17 -1.03 -0.80
31 H -9.55 -2.60 0.36
32 H -8.07 -3.11 -0.49
33 H -8.93 -1.63 -1.00
34 H -6.54 -0.15 2.42
35 H -4.37 0.91 1.99
36 H -2.40 -0.51 -1.68
37 H -2.60 1.14 -2.34
38 H -0.21 0.58 -2.09
39 H -0.48 0.19 -0.36
40 H 1.12 2.45 -1.95
41 H 0.63 3.85 -0.98
42 H 2.60 2.99 0.02
43 H 1.26 2.57 1.12
44 H 2.53 0.65 -0.72
45 H 1.69 -1.92 1.64
46 H 2.00 -2.92 -0.53
47 H 1.21 -1.43 -1.05
48 H 5.70 -0.76 -1.57
49 H 7.09 -2.39 -0.57
50 H 6.28 -2.21 0.99
51 H 8.40 -1.15 1.42
52 H 8.43 -0.40 -0.18
53 H 7.59 1.39 1.27
54 H 6.52 0.25 2.10
55 H 5.00 1.13 0.45
56 H 6.29 1.30 -0.74
57 H 4.03 -2.34 1.54
58 H 4.10 -0.59 1.80
59 H -1.21 3.61 0.55
60 H -1.02 1.94 1.17
61 H -3.41 2.52 0.97
62 H -3.18 2.93 -0.75
63 H -4.55 -0.49 -2.05
64 H -6.65 -1.58 -1.60

=====

C2H2Cl2O2 | ωB97M-V/def2-TZVPD

Summary:
Kohn-Sham gap: 0.3544 hartree
energy relative to the best compared isomer or geometry (same formula, charge and spin): 84.7 kcal/mol
total energy: -1148.1713 a.u.

Element x y z (Å)
1 C -1.50 -0.96 -0.70
2 C 1.03 0.72 0.32
3 O 1.39 1.94 0.44
4 O -0.96 -0.39 -1.57
5 Cl -2.97 -1.91 -1.06
6 Cl 1.79 -0.35 1.46
7 H -1.07 -1.23 0.29
8 H 2.28 2.19 0.81

=====

C7H17CuO3 | ωB97M-V/def2-TZVPD

Summary:
Kohn-Sham gap: 0.2510 hartree
energy relative to the best compared isomer or geometry (same formula, charge and spin): 0.0 kcal/mol
total energy: -2142.9556 a.u.

Element x y z (Å)
1 C -0.55 0.46 -2.45
2 C 0.08 -0.83 -1.96
3 O 0.79 -0.55 -0.70
4 C 1.59 -1.59 -0.17
5 C 2.16 -1.08 1.13
6 O 1.09 -0.64 1.93
7 C 1.48 -0.10 3.17
8 H 0.23 1.23 -2.52
9 H -0.93 0.28 -3.47
10 H 0.83 -1.19 -2.69
11 H -0.66 -1.65 -1.88
12 H 2.40 -1.85 -0.87
13 H 0.97 -2.48 0.01
14 H 2.85 -0.24 0.94
15 H 2.72 -1.88 1.63
16 H 0.56 0.20 3.70
17 H 2.02 -0.85 3.77
18 H 2.12 0.79 3.03
19 C -2.25 2.16 0.35
20 O -1.26 1.44 -0.35
21 C -1.70 1.00 -1.62
22 H -1.84 2.43 1.33
23 H -2.52 3.08 -0.19
24 H -3.16 1.55 0.50
25 H -2.16 1.85 -2.15
26 H -2.48 0.22 -1.49
27 Cu -0.57 -0.10 0.86
28 H -1.82 -1.65 0.14